(1)
Entry from OMol25: a 2-piece molecular cluster, C5H9PSi overall at a distorted geometry (the ωB97M-V functional and the def2-TZVPD basis).

Each line ends with the natural charge from an NBO analysis.
Element x y z (Å)
C -1.522904 0.144840 -0.226872  -0.59
H -1.235534 -2.120574 -0.610372  0.22
Si 0.221532 0.614954 -0.410555  1.12
C -1.919887 -1.234809 -0.395964  -0.28
H 1.253111 -0.398010 -0.329380  -0.17
C -2.641487 0.888344 0.187872  -0.28
H -2.711389 2.024502 0.341564  0.22
P 5.456409 -0.161401 0.041433  0.02
H 0.954526 1.861792 -0.266703  -0.17
C -3.672593 0.015837 0.407762  -0.25
H 5.546504 0.948290 -0.639794  -0.02
H 5.233588 0.916448 1.039600  0.01
C -3.234938 -1.256962 0.009692  -0.25
H -4.740115 0.238188 0.684140  0.22
H 6.829522 -0.330608 0.189410  -0.01
H -3.816344 -2.150832 -0.021834  0.21

Atomic forces in eV per Å
C 4.070 0.531 -0.820
H -1.187 1.479 0.142
Si -2.224 -0.834 0.644
C 0.233 -1.232 0.544
H 0.100 -0.617 -0.342
C -1.614 3.057 0.968
H 0.335 -2.000 -0.261
P -1.377 -0.894 2.225
H -0.349 0.656 0.003
C -1.490 1.308 -0.217
H 0.475 2.107 -2.615
H 0.399 -1.458 0.093
C 1.123 -1.907 -0.731
H 1.466 -0.064 -0.140
H 0.491 0.251 0.295
H -0.451 -0.383 0.211

For the max |F|, the calculation gives 4.2 eV/Å. Its SMILES is [SiH2]=C1C=CC=C1.P. For the energy above the lowest of the compared OMol25 structures with the same formula, charge and spin, the calculation gives 209.8 kJ/mol. For the orbital gap, the calculation gives 0.2526 Ha.

***

(2)
Entry from OMol25: a 5-piece molecular cluster, C18H37N3O6 overall at a distorted geometry (the ωB97M-V functional and the def2-TZVPD basis).

Each line ends with the natural charge from an NBO analysis.
Element x y z (Å)
O -5.291212 2.028013 -1.218755  -0.53
C -0.992359 -0.199047 1.778422  0.32
H -3.353134 -0.649412 4.422922  0.27
H 3.826447 4.935421 0.094425  0.26
H 2.905514 -2.680859 -1.251060  0.17
H -7.200052 1.426779 -0.630518  0.16
H 1.195154 -0.288796 -4.211670  0.16
H -3.029662 -0.292618 -1.897066  0.17
C -1.363969 1.848717 -2.067936  -0.07
C 2.187753 -1.980884 -0.805230  -0.09
O 3.288237 -0.037782 2.723631  -0.54
H 4.951514 1.002013 3.379801  0.17
C 1.139576 -4.816322 -1.484005  -0.25
N 2.261052 2.250001 -0.471069  -0.36
N -1.982226 -0.718961 2.042244  -0.41
O 0.721766 -3.915610 -0.469960  -0.53
H 2.203034 -4.690853 -1.702035  0.16
H -6.997870 3.127270 -1.109974  0.19
C 4.048934 1.142222 2.768113  -0.25
C -3.309790 0.684704 -1.480720  -0.08
C 4.032966 -1.162046 2.279584  -0.08
H 2.219557 -1.020767 -1.336559  0.18
H 0.334775 -2.420384 -1.854643  0.16
H 4.328191 1.500237 1.771826  0.16
H 0.517574 0.847926 -2.290149  0.18
H -1.153052 2.002259 -0.999325  0.16
H 0.055428 -0.432286 -5.573485  0.20
H 3.490875 1.922066 3.288753  0.19
H 3.731132 -2.001050 2.911827  0.20
H 5.101088 -0.997389 2.459750  0.17
C -4.819519 0.752260 -1.571496  -0.07
H 0.572081 -4.650571 -2.407314  0.16
H 1.078814 -0.176036 1.405392  0.29
H -2.975509 0.707677 -0.436368  0.18
H 0.383061 1.214757 2.276307  0.26
H -0.164465 -1.430368 -4.105454  0.16
C 2.933728 4.539686 0.575409  -0.72
H -2.316701 -2.097380 4.474378  0.26
H -5.125700 0.494443 -2.593284  0.17
H -7.039370 1.860322 -2.332970  0.16
C 0.247261 0.521688 1.444862  -0.73
H -1.005126 2.745322 -2.578440  0.20
H -0.808063 -0.257944 -2.089089  0.16
C 0.787700 -2.557907 -0.865197  -0.09
O -2.747497 1.716297 -2.260667  -0.52
O -0.670858 0.575499 -3.973994  -0.53
C -0.533874 0.690958 -2.580939  -0.10
O 2.506483 -1.797666 0.556089  -0.54
H -3.119913 -1.499919 5.947540  0.24
H 4.495429 -2.308752 0.555982  0.17
C 3.840227 -1.464285 0.809083  -0.08
H 4.136632 -0.558899 0.258718  0.17
C -6.684201 2.106540 -1.321733  -0.24
C -2.635125 -1.211459 5.015746  -0.72
C 0.145929 -0.451221 -4.490466  -0.24
H 0.035358 1.053380 0.521124  0.25
H 0.926215 -5.812458 -1.107540  0.20
H -5.213844 -0.005964 -0.879319  0.17
H 0.154583 -2.037268 -0.143227  0.21
H 3.146722 4.407247 1.634890  0.26
C 2.557610 3.259576 -0.013684  0.31
N -0.597199 0.351017 5.476628  -0.36
C -1.484852 -0.349879 5.280050  0.31
H 2.126742 5.258745 0.451840  0.26

Atomic forces in eV per Å
O 0.095 -0.006 0.081
C 0.184 -0.008 -0.029
H 0.042 -0.126 -0.159
H -0.007 -0.066 -0.063
H 0.020 0.131 -0.174
H 0.123 0.006 0.086
H 0.011 -0.023 -0.047
H 0.041 -0.055 0.160
C 0.404 0.045 0.058
C -0.098 -0.103 0.128
O 0.033 -0.003 -0.063
H 0.072 -0.087 -0.226
C -0.229 0.443 0.280
N 0.017 -0.032 -0.041
N 0.007 -0.051 -0.121
O 0.066 -0.074 -0.330
H 0.057 -0.226 -0.039
H 0.133 0.008 0.102
C 0.264 0.213 0.369
C -0.283 -0.172 -0.340
C -0.125 -0.072 0.344
H 0.093 -0.019 -0.057
H 0.162 -0.045 -0.101
H 0.037 -0.014 -0.030
H -0.029 0.222 -0.128
H 0.049 -0.122 -0.009
H -0.026 -0.051 -0.010
H -0.320 -0.126 -0.195
H -0.120 -0.061 -0.204
H 0.042 -0.014 -0.042
C 0.285 -0.061 0.110
H -0.011 -0.026 -0.017
H 0.132 0.128 -0.247
H 0.049 0.256 -0.007
H 0.298 0.146 -0.181
H -0.011 -0.030 -0.065
C 0.067 0.027 0.028
H -0.056 0.027 -0.095
H -0.094 0.067 -0.004
H 0.148 -0.014 -0.007
C -1.125 -0.276 0.668
H -0.385 0.045 -0.117
H -0.180 0.071 -0.079
C -0.243 -0.184 0.330
O 0.055 0.097 0.038
O 0.094 0.015 -0.102
C 0.159 -0.391 0.464
O -0.306 0.009 0.306
H 0.136 -0.014 0.063
H 0.114 0.121 -0.198
C 0.212 0.268 0.285
H 0.004 -0.182 -0.267
C -0.492 0.016 -0.196
C -0.047 0.179 0.204
C -0.033 0.155 0.160
H 0.506 0.042 -0.074
H 0.172 -0.088 -0.066
H -0.101 -0.047 -0.118
H 0.070 0.150 -0.058
H -0.067 0.007 0.013
C 0.032 0.042 -0.006
N 0.015 -0.025 -0.012
C -0.080 -0.020 0.004
H -0.035 -0.022 0.040

For the max |F|, the calculation gives 1.3 eV/Å. Its SMILES is COCCOCCOC.COCCOCCOC.CC#N.CC#N.CC#N. For the energy above the lowest of the compared OMol25 structures with the same formula, charge and spin, the calculation gives 311.9 kJ/mol. For the orbital gap, the calculation gives 0.3663 Ha.